# 1
ORCA calculation (ωB97M-V/def2-TZVPD) on C53H56Ge2O2OsPS as an isolated structure in a non-equilibrium geometry.

relative energy (zero: lowest compared OMol25 entry of this formula, charge and spin)	6.67	kcal per mole
lowest unoccupied orbital energy (spin up / spin down)	-6.99 / -6.99	eV
gap between HOMO and LUMO (spin up / spin down)	5.777 / 5.899	eV
expectation value of S²	0.758
E_HOMO (spin up / spin down)	-12.77 / -12.89	eV

ORCA input file:
```
! wB97M-V def2-TZVPD RIJCOSX def2/J DEFGRID3
* xyz 2 2
Os 0.92 -1.56 -1.27
C 0.81 -3.02 -2.93
C 1.81 -2.09 -3.28
C 2.85 -2.14 -2.29
C 2.50 -3.14 -1.33
C 1.23 -3.68 -1.71
C 0.54 -4.87 -1.13
C 3.44 -3.72 -0.32
C 4.12 -1.37 -2.33
C 1.82 -1.18 -4.46
C -0.43 -3.32 -3.68
H -0.53 -4.70 -1.00
H 0.97 -5.16 -0.18
H 0.66 -5.71 -1.82
H 4.01 -2.95 0.20
H 4.15 -4.37 -0.84
H 2.92 -4.31 0.43
H 4.81 -1.88 -3.01
H 4.60 -1.32 -1.36
H 3.97 -0.36 -2.71
H 2.09 -0.16 -4.17
H 0.85 -1.14 -4.95
H 2.56 -1.53 -5.18
H -1.23 -3.66 -3.01
H -0.25 -4.12 -4.40
H -0.79 -2.45 -4.23
O -0.15 -0.21 -2.32
P -0.26 1.17 -1.61
C -1.30 1.58 1.11
C -0.47 2.61 1.76
C -0.69 3.04 3.02
C -1.74 2.48 3.79
C -2.51 1.45 3.32
C -2.24 0.93 2.06
C 1.29 2.08 -1.72
C 1.44 3.06 -2.71
C 2.66 3.68 -2.92
C 3.76 3.31 -2.17
C 3.64 2.33 -1.19
C 2.41 1.72 -0.97
C -1.45 2.12 -2.55
C -2.11 1.45 -3.58
C -2.97 2.16 -4.41
C -3.17 3.52 -4.22
C -2.52 4.18 -3.18
C -1.65 3.48 -2.36
H 0.31 3.07 1.15
H -0.08 3.82 3.45
H -1.94 2.88 4.78
H -3.27 1.00 3.93
H -2.82 0.11 1.68
H 0.60 3.34 -3.34
H 2.75 4.44 -3.69
H 4.72 3.79 -2.34
H 4.50 2.04 -0.61
H 2.34 0.96 -0.20
H -1.95 0.40 -3.74
H -3.48 1.64 -5.22
H -3.84 4.07 -4.87
H -2.68 5.24 -3.03
H -1.12 4.01 -1.58
C 3.27 -0.28 4.72
Ge 2.94 0.16 2.84
C 4.31 -0.57 1.64
C 3.12 2.10 2.69
Ge 0.88 -1.06 2.20
C 1.47 -2.94 2.24
C 0.56 -3.96 2.02
C 0.88 -5.29 2.27
C 2.14 -5.61 2.77
C 3.06 -4.61 3.00
C 2.73 -3.28 2.74
C -0.63 -1.24 3.43
C -1.84 -1.77 3.00
C -2.86 -2.06 3.90
C -2.68 -1.83 5.25
C -1.46 -1.31 5.70
C -0.45 -1.03 4.80
H 4.28 0.05 4.99
H 3.19 -1.35 4.92
H 2.57 0.25 5.36
H 4.85 0.27 1.19
H 3.88 -1.18 0.85
H 5.04 -1.17 2.19
H 4.16 2.30 2.96
H 2.49 2.65 3.38
H 2.97 2.46 1.67
H -0.44 -3.74 1.65
H 0.15 -6.07 2.09
H 2.39 -6.64 2.98
H 4.04 -4.85 3.40
H 3.48 -2.53 2.94
H -2.00 -1.97 1.94
H -3.80 -2.48 3.55
H -3.46 -2.06 5.96
H -1.31 -1.15 6.76
H 0.49 -0.65 5.17
C -6.55 2.41 -3.60
C -6.34 3.82 -3.11
O -6.26 4.78 -3.80
S -6.37 4.11 -1.26
C -4.89 3.32 -0.69
C -4.59 1.97 -0.85
C -3.43 1.45 -0.30
C -2.55 2.26 0.42
C -2.87 3.60 0.61
C -4.01 4.13 0.04
C -0.51 0.66 0.14
C 0.22 -0.47 0.38
H -6.69 2.44 -4.68
H -7.41 1.97 -3.11
H -5.68 1.81 -3.37
H -5.28 1.31 -1.36
H -3.21 0.40 -0.45
H -2.21 4.26 1.16
H -4.23 5.18 0.14
*
```

# 2
ORCA calculation (ωB97M-V/def2-TZVPD) on C5H11N2O as an isolated structure in a non-equilibrium geometry.

relative energy (zero: lowest compared OMol25 entry of this formula, charge and spin)	26.50	kcal per mole
lowest unoccupied orbital energy	4.20	eV
gap between HOMO and LUMO	6.860	eV
E_HOMO	-2.66	eV

ORCA input file:
```
! wB97M-V def2-TZVPD RIJCOSX def2/J DEFGRID3
* xyz -1 1
C -1.76 -0.78 0.15
O -1.76 -0.54 -1.21
C -0.76 0.25 0.73
C 0.63 -0.30 0.46
C 1.24 0.04 -0.88
C 2.55 0.36 -1.08
N 0.27 0.20 -1.85
N -0.92 0.54 2.15
H -1.75 -1.86 0.44
H -2.78 -0.46 0.44
H -0.89 1.19 0.21
H 1.15 0.26 1.25
H 0.70 -1.39 0.69
H 2.85 0.83 -2.01
H 3.44 0.21 -0.51
H -0.72 -0.19 -1.57
H 0.56 0.54 -2.75
H -0.52 -0.11 2.81
H -1.52 1.23 2.54
*
```

# 3
ORCA calculation (ωB97M-V/def2-TZVPD) on a 2-piece molecular cluster, C4H13N3O overall.

relative energy (zero: lowest compared OMol25 entry of this formula, charge and spin)	91.11	kcal per mole
lowest unoccupied orbital energy	-0.22	eV
gap between HOMO and LUMO	6.986	eV
E_HOMO	-7.21	eV

ORCA input file:
```
! wB97M-V def2-TZVPD RIJCOSX def2/J DEFGRID3
* xyz 0 1
C 1.40 1.77 -0.67
O 1.18 0.48 -1.16
C 1.53 1.78 0.85
N 1.77 3.15 1.33
H 2.32 2.15 -1.12
H 0.59 2.44 -0.96
H 0.59 1.42 1.26
H 2.35 1.09 1.10
H 2.12 3.13 2.27
H 2.46 3.60 0.75
C -2.17 -2.15 -0.24
C -1.27 -1.28 -0.84
N -1.40 -0.08 -1.32
N -1.59 -3.35 0.39
H -3.19 -1.97 0.05
H -0.27 -1.72 -0.96
H 0.19 0.33 -1.18
H -2.34 0.28 -1.16
H -2.20 -4.16 0.27
H -1.38 -3.28 1.39
H -0.70 -3.62 -0.03
*
```

# 4
ORCA calculation (ωB97M-V/def2-TZVPD) on C4H5NO as an isolated structure in a non-equilibrium geometry.

relative energy (zero: lowest compared OMol25 entry of this formula, charge and spin)	116.86	kcal per mole
lowest unoccupied orbital energy (spin up / spin down)	0.06 / 0.06	eV
gap between HOMO and LUMO (spin up / spin down)	8.604 / 8.603	eV
E_HOMO (spin up / spin down)	-8.54 / -8.54	eV

ORCA input file:
```
! wB97M-V def2-TZVPD RIJCOSX def2/J DEFGRID3
* xyz 0 1
C 0.59 0.84 1.48
N 0.75 0.70 0.04
C -0.09 0.10 -0.74
O -1.56 -1.39 -0.35
C -0.45 -0.31 -1.90
C -1.16 -1.38 -1.54
H 0.73 1.89 1.77
H 1.30 0.22 2.03
H -0.42 0.53 1.74
H 1.58 1.08 -0.39
H -1.26 -2.28 -2.14
*
```

# 5
ORCA calculation (ωB97M-V/def2-TZVPD) on a 10-piece molecular cluster, C4H26N2O11 overall in a non-equilibrium geometry.

lowest unoccupied orbital energy (spin up / spin down)	-3.45 / -8.26	eV
gap between HOMO and LUMO (spin up / spin down)	10.230 / 5.420	eV
expectation value of S²	0.754
E_HOMO (spin up / spin down)	-13.68 / -13.68	eV

ORCA input file:
```
! wB97M-V def2-TZVPD RIJCOSX def2/J DEFGRID3
* xyz 1 2
O -1.60 0.51 -2.14
C -1.62 0.85 -0.98
N -0.93 1.90 -0.47
C 0.20 2.46 -1.13
O 0.93 3.07 -0.39
C -2.42 0.02 0.01
N -2.14 -1.40 -0.01
C -3.24 -2.33 0.06
H -0.83 1.98 0.54
H 0.41 2.33 -2.18
H -2.20 0.31 1.05
H -3.48 0.27 -0.14
H -1.51 -1.48 -0.82
H -4.17 -1.92 -0.33
H -3.38 -2.62 1.11
H -2.96 -3.21 -0.51
H -0.24 0.14 -3.58
H -0.44 -1.15 -4.33
O 0.05 -0.33 -4.36
H 2.10 -0.02 -0.58
H 2.06 -0.31 -1.93
O 1.73 0.40 -1.36
H 0.22 -0.63 3.03
H 0.59 -1.83 3.93
O -0.04 -1.12 3.81
H 3.34 -1.64 0.00
H 4.85 -1.36 0.38
O 4.15 -1.18 -0.24
H 0.39 -1.83 0.75
H 0.91 -0.44 0.78
O 1.21 -1.35 0.61
H -0.50 -3.13 -2.06
H -0.68 -1.74 -2.67
O -1.17 -2.51 -2.39
H -2.70 2.45 3.20
H -1.23 1.96 3.08
O -1.93 2.43 2.62
H 2.77 0.97 2.50
H 1.96 1.60 1.42
O 1.86 1.06 2.21
H 2.70 2.97 -0.07
H 3.50 3.23 1.17
O 3.49 2.66 0.39
*
```

# 6
ORCA calculation (ωB97M-V/def2-TZVPD) on C19H28F4N5S4SbZn as an isolated structure in a non-equilibrium geometry.

relative energy (zero: lowest compared OMol25 entry of this formula, charge and spin)	0.00	kcal per mole
lowest unoccupied orbital energy	4.12	eV
gap between HOMO and LUMO	4.563	eV
E_HOMO	-0.44	eV

ORCA input file:
```
! wB97M-V def2-TZVPD RIJCOSX def2/J DEFGRID3
* xyz -2 1
Zn 0.68 0.15 0.43
C 0.56 -5.28 -1.53
C 0.71 -3.77 -1.71
N 1.71 -3.07 -0.94
C 3.14 -3.35 -1.27
C 3.50 -3.20 -2.74
C 1.51 -2.96 0.50
C 0.12 -2.70 1.04
N -0.52 -1.52 0.48
C -1.77 -1.29 0.99
C -2.73 -0.55 0.29
F -2.47 -0.23 -1.00
C -4.00 -0.21 0.80
F -4.86 0.47 0.04
C -4.41 -0.57 2.08
C -3.51 -1.35 2.79
F -3.70 -1.51 4.13
C -2.27 -1.73 2.25
F -1.50 -2.51 3.07
H 0.53 -5.74 -2.52
H 1.35 -5.76 -0.92
H -0.38 -5.43 -0.97
H 0.95 -3.57 -2.76
H -0.20 -3.20 -1.51
H 3.77 -2.67 -0.69
H 3.37 -4.36 -0.88
H 3.27 -2.16 -3.09
H 4.57 -3.38 -2.76
H 2.99 -3.99 -3.32
H 1.88 -3.92 0.99
H 2.17 -2.14 0.93
H -0.51 -3.57 0.80
H 0.31 -2.63 2.10
H -5.42 -0.30 2.43
S 2.23 1.84 -1.89
Sb 4.09 1.14 -0.21
S 1.28 0.12 -1.78
S 2.79 0.23 1.67
S 5.18 -0.62 -1.35
C -2.17 4.36 -1.55
C -1.40 3.20 -2.17
N -0.98 2.31 -1.08
C -0.54 2.75 0.15
N 0.05 1.93 1.03
C 0.30 2.39 2.40
C 0.82 3.85 2.42
C -0.07 4.73 1.59
N -0.57 4.08 0.36
C -1.30 5.00 -0.50
H -3.11 3.94 -1.17
H -2.45 5.12 -2.30
H -0.51 3.56 -2.72
H -1.99 2.56 -2.83
H -0.58 1.40 -1.37
H 1.03 1.66 2.79
H -0.63 2.28 2.95
H 1.85 3.87 2.02
H 0.84 4.24 3.45
H 0.45 5.65 1.28
H -0.95 5.14 2.11
H -0.56 5.67 -0.99
H -1.96 5.61 0.15
*
```

# 7
ORCA calculation (ωB97M-V/def2-TZVPD) on C4H6Cl2O2 as an isolated structure in a non-equilibrium geometry.

relative energy (zero: lowest compared OMol25 entry of this formula, charge and spin)	94.60	kcal per mole
lowest unoccupied orbital energy	-0.95	eV
gap between HOMO and LUMO	8.680	eV
E_HOMO	-9.63	eV

ORCA input file:
```
! wB97M-V def2-TZVPD RIJCOSX def2/J DEFGRID3
* xyz 0 1
C -0.65 -0.20 0.67
C 0.44 0.83 0.59
C 0.12 0.89 -0.99
C -0.46 -0.59 -0.85
H 0.59 -1.26 2.08
H -1.77 0.18 0.71
H 1.45 0.44 0.96
H 0.32 1.74 1.17
H -1.24 -0.62 -1.57
H 0.51 -1.55 0.29
O -0.46 -1.41 1.28
O 0.42 -1.65 -0.93
Cl 1.72 1.13 -1.78
Cl -1.00 2.08 -1.61
*
```

# 8
ORCA calculation (ωB97M-V/def2-TZVPD) on C36H99AsF6N9O9 as an isolated structure in a non-equilibrium geometry.

relative energy (zero: lowest compared OMol25 entry of this formula, charge and spin)	76.23	kcal per mole
lowest unoccupied orbital energy	2.19	eV
gap between HOMO and LUMO	8.403	eV
E_HOMO	-6.22	eV

ORCA input file:
```
! wB97M-V def2-TZVPD RIJCOSX def2/J DEFGRID3
* xyz -1 1
As -0.26 2.23 -1.39
F 0.72 3.18 -0.29
F -1.52 3.42 -1.32
F -1.16 1.31 -2.57
F 1.04 1.08 -1.39
F -1.00 1.33 -0.07
F 0.57 3.07 -2.67
C -0.80 -4.39 -1.60
C 0.42 -5.21 -1.17
C 0.84 -4.74 0.23
O 2.12 -5.40 0.50
C 2.46 -5.33 1.88
N 0.19 -6.62 -1.16
H -1.76 -4.76 -1.12
H -0.90 -4.56 -2.67
H -0.67 -3.34 -1.45
H 1.26 -5.02 -1.80
H 0.18 -4.98 1.08
H 1.04 -3.69 0.31
H 1.73 -5.87 2.49
H 2.62 -4.29 2.29
H 3.42 -5.79 1.93
H -0.66 -6.82 -0.64
H 0.95 -7.02 -0.63
C 5.92 2.88 0.02
C 6.75 3.21 -1.19
C 8.21 3.22 -0.78
O 8.98 4.26 -1.42
C 9.29 3.89 -2.76
N 6.58 2.18 -2.26
H 4.87 2.67 -0.16
H 5.96 3.67 0.83
H 6.22 1.93 0.49
H 6.44 4.15 -1.69
H 8.77 2.32 -1.07
H 8.27 3.44 0.31
H 8.52 3.27 -3.22
H 10.22 3.29 -2.83
H 9.49 4.79 -3.33
H 5.62 2.14 -2.60
H 6.96 1.25 -2.07
C -2.77 -5.29 2.64
C -2.05 -4.28 3.46
C -1.60 -2.94 2.78
O -2.80 -2.22 2.46
C -2.47 -1.08 1.73
N -2.80 -3.84 4.63
H -3.09 -6.08 3.33
H -2.08 -5.69 1.90
H -3.74 -4.99 2.23
H -1.16 -4.65 3.82
H -0.96 -3.05 1.92
H -0.87 -2.40 3.45
H -3.32 -0.42 1.67
H -1.99 -1.22 0.79
H -1.84 -0.43 2.33
H -3.09 -4.54 5.28
H -3.52 -3.17 4.55
C -8.04 1.20 2.15
C -6.83 2.00 2.47
C -6.73 3.34 1.81
O -6.49 3.14 0.43
C -5.53 3.98 -0.32
N -6.96 2.32 3.89
H -7.92 0.74 1.22
H -8.92 1.85 2.23
H -8.09 0.47 2.92
H -5.97 1.38 2.21
H -5.85 3.71 2.22
H -7.54 4.04 2.15
H -5.58 4.98 0.13
H -5.91 3.96 -1.38
H -4.55 3.66 -0.11
H -6.13 2.79 4.29
H -6.84 1.41 4.28
C 5.76 -3.10 -1.63
C 4.97 -2.08 -2.34
C 3.47 -2.44 -2.48
O 2.83 -1.46 -3.24
C 1.38 -1.46 -3.22
N 5.07 -0.75 -1.67
H 6.82 -2.86 -1.57
H 5.71 -4.10 -2.13
H 5.46 -3.28 -0.57
H 5.34 -1.92 -3.37
H 3.04 -2.48 -1.41
H 3.30 -3.44 -2.94
H 0.95 -2.30 -3.82
H 1.09 -0.51 -3.67
H 1.06 -1.59 -2.18
H 4.72 -0.76 -0.73
H 4.54 -0.10 -2.21
C 2.67 -1.82 1.77
C 2.28 -0.54 1.01
C 1.36 0.29 1.89
O 1.87 0.64 3.16
C 1.78 2.01 3.50
N 3.40 0.36 0.77
H 3.29 -1.53 2.63
H 3.19 -2.59 1.23
H 1.88 -2.32 2.31
H 1.75 -0.74 0.05
H 0.41 -0.21 2.13
H 1.04 1.15 1.23
H 2.41 2.16 4.40
H 0.79 2.42 3.81
H 2.11 2.69 2.76
H 3.08 1.18 0.31
H 3.82 0.58 1.65
C -1.84 4.74 1.96
C -2.05 3.46 2.84
C -2.81 3.73 4.13
O -3.01 2.41 4.80
C -3.93 2.56 5.92
N -2.91 2.58 2.06
H -1.59 4.45 0.92
H -1.05 5.41 2.32
H -2.81 5.26 1.98
H -1.10 2.97 3.12
H -3.84 4.22 3.96
H -2.28 4.38 4.84
H -3.39 3.31 6.57
H -4.06 1.66 6.54
H -4.88 2.96 5.65
H -2.42 2.29 1.17
H -3.19 1.80 2.58
C -6.02 -4.85 -1.16
C -6.35 -3.53 -0.39
C -5.45 -2.39 -0.60
O -5.59 -1.92 -1.94
C -5.57 -0.47 -1.94
N -7.83 -3.32 -0.47
H -5.01 -5.20 -0.92
H -5.91 -4.70 -2.26
H -6.72 -5.63 -0.80
H -6.25 -3.90 0.69
H -4.39 -2.52 -0.35
H -5.68 -1.51 0.12
H -4.58 -0.21 -1.47
H -6.34 0.00 -1.28
H -5.70 -0.21 -2.94
H -8.03 -2.41 -0.01
H -8.08 -3.16 -1.45
C 2.12 1.75 -5.29
C 3.40 2.24 -4.76
C 3.61 3.68 -5.22
O 4.68 4.33 -4.61
C 5.87 4.12 -5.33
N 3.49 2.13 -3.29
H 2.17 1.84 -6.38
H 1.29 2.27 -4.96
H 2.04 0.72 -5.12
H 4.18 1.65 -5.22
H 2.77 4.25 -5.08
H 3.76 3.60 -6.30
H 5.82 3.11 -5.82
H 6.71 4.19 -4.68
H 6.01 4.85 -6.22
H 3.71 3.05 -2.90
H 2.53 1.92 -2.96
*
```

For each record above, in turn, the calculated E values are -7187.17654, -381.80300, -399.60209, -285.22835, -1104.83223, -5026.48509, -1226.69569, -5435.91260 Eh.